# C6H9NO

C6H9NO in the gas phase (the ωB97M-V functional and the def2-TZVPD basis, OMol25).

Its multiplicity is 1. Its SMILES is C/C=C1\CON=C1C. As for the charge: 0. The lowest unoccupied orbital energy comes out at 0.493 eV. The value obtained for the gap between HOMO and LUMO is 8.58 eV.

Last columns: bonded neighbours and bond lengths (Å).
CARTESIAN COORDINATES (ANGSTROEM)
1 C -0.74 -0.88 -2.29  C2 1.577, H7 1.071, H8 1.243, H9 1.155
2 C -0.89 -0.59 -0.75  C1 1.577, C3 1.351, H10 1.145
3 C -0.03 0.16 -0.03  C2 1.351, C4 1.459, C5 1.441
4 C 0.89 1.11 -0.64  C3 1.459, H11 1.218, H12 1.135, O17 1.366
5 C 0.51 0.24 1.31  C3 1.441, C6 1.518, N16 1.316
6 C -0.05 -0.26 2.63  C5 1.518, H13 1.059, H14 1.158, H15 1.219
7 H -0.84 -1.93 -2.50  C1 1.071
8 H 0.35 -0.61 -2.83  C1 1.243
9 H -1.65 -0.26 -2.62  C1 1.155
10 H -1.63 -1.22 -0.15  C2 1.145
11 H 0.12 1.81 -1.26  C4 1.218
12 H 1.50 0.70 -1.50  C4 1.135
13 H 0.51 0.23 3.37  C6 1.059
14 H -0.09 -1.42 2.67  C6 1.158
15 H -1.17 0.15 2.86  C6 1.219
16 N 1.49 1.10 1.43  C5 1.316, O17 1.280
17 O 1.73 1.64 0.30  C4 1.366, N16 1.280


# C6H9NO2

C6H9NO2 in the gas phase (the ωB97M-V functional and the def2-TZVPD basis, OMol25).

Its multiplicity is 1. Its SMILES is CNc1ccoc1OC. As for the charge: 0. The lowest unoccupied orbital energy comes out at 0.968 eV. The value obtained for the gap between HOMO and LUMO is 7.25 eV.

Last columns: bonded neighbours and bond lengths (Å).
CARTESIAN COORDINATES (ANGSTROEM)
1 C 2.23 0.66 0.38  H7 1.077, H8 1.083, H9 1.103, N16 1.455
2 C 0.45 -1.07 -0.09  C3 1.460, C5 1.430, N16 1.355
3 C -0.30 -2.31 0.06  C2 1.460, C4 1.331, H11 1.116
4 C -1.60 -2.06 0.15  C3 1.331, H12 1.026, O17 1.437
5 C -0.60 -0.11 -0.17  C2 1.430, O17 1.331, O18 1.299
6 C -1.56 2.13 -0.53  H13 1.088, H14 1.135, H15 1.095, O18 1.404
7 H 1.78 1.29 1.13  C1 1.077
8 H 2.18 1.19 -0.57  C1 1.083
9 H 3.31 0.66 0.59  C1 1.103
10 H 2.41 -1.50 0.31  N16 1.071
11 H 0.28 -3.27 0.04  C3 1.116
12 H -2.46 -2.57 0.41  C4 1.026
13 H -2.25 1.84 -1.31  C6 1.088
14 H -2.14 2.18 0.44  C6 1.135
15 H -1.09 3.12 -0.60  C6 1.095
16 N 1.72 -0.69 0.19  C1 1.455, C2 1.355, H10 1.071
17 O -1.81 -0.67 -0.14  C4 1.437, C5 1.331
18 O -0.55 1.18 -0.29  C5 1.299, C6 1.404


# C6H9NO3

C6H9NO3 in the gas phase (the ωB97M-V functional and the def2-TZVPD basis, OMol25).

Its multiplicity is 1. Its SMILES is CO[C@H]1C(=O)N[C@@H]1C(C)=O. As for the charge: 0. The lowest unoccupied orbital energy comes out at 0.500 eV. The value obtained for the gap between HOMO and LUMO is 9.95 eV.

Last columns: bonded neighbours and bond lengths (Å).
CARTESIAN COORDINATES (ANGSTROEM)
1 C 1.84 -0.25 1.96  H7 0.973, H8 0.895, H9 1.281, O17 1.350
2 C 0.82 0.39 0.05  C3 1.547, C4 1.682, H10 1.102, O17 1.391
3 C -0.39 -0.54 -0.21  C2 1.547, C5 1.549, H11 1.247, N16 1.469
4 C 0.84 0.41 -1.64  C2 1.682, N16 1.351, O18 1.109
5 C -1.63 -0.05 0.60  C3 1.549, C6 1.536, O19 1.162
6 C -2.82 -0.99 0.35  C5 1.536, H13 1.287, H14 1.190, H15 1.189
7 H 2.61 -0.61 2.45  C1 0.973
8 H 1.10 -0.66 2.23  C1 0.895
9 H 1.88 0.75 2.77  C1 1.281
10 H 0.64 1.27 0.69  C2 1.102
11 H -0.30 -1.77 -0.04  C3 1.247
12 H -0.68 -0.51 -2.29  N16 0.836
13 H -3.86 -0.67 1.03  C6 1.287
14 H -2.68 -2.11 0.73  C6 1.190
15 H -3.20 -0.74 -0.75  C6 1.189
16 N -0.42 -0.09 -1.61  C3 1.469, C4 1.351, H12 0.836
17 O 1.95 -0.17 0.62  C1 1.350, C2 1.391
18 O 1.55 0.90 -2.33  C4 1.109
19 O -1.58 0.75 1.44  C5 1.162


# C6H9NO3

C6H9NO3 in the gas phase (the ωB97M-V functional and the def2-TZVPD basis, OMol25).

Its multiplicity is 3. As for the expectation value of S²: 2.0078. As for the charge: 0. The lowest unoccupied orbital energy (spin up / spin down) comes out at 0.764 / -0.896 eV. The value obtained for the gap between HOMO and LUMO (spin up / spin down) is 7.20 / 8.10 eV.

Last columns: bonded neighbours and bond lengths (Å).
CARTESIAN COORDINATES (ANGSTROEM)
1 C -0.23 0.47 -0.18  C4 1.491, N7 1.321
2 C 0.01 -3.24 -0.79  O9 1.377, O10 1.263
3 C -0.76 -1.61 0.71  N7 1.407, O8 1.193, O9 1.341
4 C -0.33 1.96 -0.11  C1 1.491, H11 1.088, H12 1.092, H13 1.092
5 C -1.65 0.25 1.91  N7 1.462, H14 1.087, H15 1.084, H16 1.090
6 C 2.00 -2.59 -1.97  O10 1.440, H17 1.089, H18 1.089, H19 1.088
7 N -0.85 -0.21 0.77  C1 1.321, C3 1.407, C5 1.462
8 O -1.33 -2.34 1.46  C3 1.193
9 O 0.10 -1.97 -0.25  C2 1.377, C3 1.341
10 O 0.94 -3.49 -1.62  C2 1.263, C6 1.440
11 H 0.42 2.40 -0.76  C4 1.088
12 H -0.22 2.38 0.89  C4 1.092
13 H -1.31 2.25 -0.50  C4 1.092
14 H -1.19 -0.11 2.83  C5 1.087
15 H -1.71 1.33 1.91  C5 1.084
16 H -2.64 -0.18 1.83  C5 1.090
17 H 2.92 -2.98 -1.53  C6 1.089
18 H 1.81 -1.58 -1.60  C6 1.089
19 H 2.08 -2.60 -3.05  C6 1.088


# C6H9NO4

C6H9NO4 in the gas phase (the ωB97M-V functional and the def2-TZVPD basis, OMol25).

Its multiplicity is 1. Its SMILES is O=C(O)[C@H]1CCN[C@@H]1C(=O)O. As for the charge: 0. The lowest unoccupied orbital energy comes out at 0.513 eV. The value obtained for the gap between HOMO and LUMO is 9.82 eV.

Last columns: bonded neighbours and bond lengths (Å).
CARTESIAN COORDINATES (ANGSTROEM)
1 C 1.83 -0.80 -0.04  C2 1.548, O17 1.331, O18 1.231
2 C 0.69 0.10 0.50  C1 1.548, C3 1.565, C5 1.553, H8 1.083
3 C 1.17 1.58 0.66  C2 1.565, C4 1.590, H9 1.095, H10 1.011
4 C 0.13 2.35 -0.26  C3 1.590, H11 1.111, H12 1.074, N16 1.424
5 C -0.62 0.12 -0.35  C2 1.553, C6 1.425, H14 1.215, N16 1.467
6 C -1.82 -0.61 -0.14  C5 1.425, O19 1.393, O20 1.179
7 H 1.85 -2.63 -0.79  O17 1.102
8 H 0.31 -0.11 1.49  C2 1.083
9 H 2.18 1.57 0.24  C3 1.095
10 H 1.05 1.88 1.62  C3 1.011
11 H 0.29 2.35 -1.36  C4 1.111
12 H -0.08 3.34 0.08  C4 1.074
13 H -1.75 1.83 -0.79  N16 1.041
14 H -0.26 0.03 -1.50  C5 1.215
15 H -2.78 -1.20 1.51  O19 1.037
16 N -1.02 1.52 -0.12  C4 1.424, C5 1.467, H13 1.041
17 O 1.29 -2.01 -0.08  C1 1.331, H7 1.102
18 O 2.95 -0.48 -0.42  C1 1.231
19 O -1.81 -1.01 1.20  C6 1.393, H15 1.037
20 O -2.67 -0.77 -0.94  C6 1.179


# C6H9NO4S

2 unconnected molecules or ions with the total composition C6H9NO4S (the ωB97M-V functional and the def2-TZVPD basis, OMol25).

Its multiplicity is 1. As for the charge: 0. The lowest unoccupied orbital energy comes out at 0.361 eV. The value obtained for the gap between HOMO and LUMO is 8.99 eV.

Last columns: bonded neighbours and bond lengths (Å).
CARTESIAN COORDINATES (ANGSTROEM)
1 C -1.15 -0.88 -0.95  C5 1.313, C6 1.446, O8 1.419
2 C -0.78 -0.20 1.78  N7 1.203, O9 1.175
3 C 1.21 1.56 0.01  C4 1.568, O11 1.404, H13 1.078, H14 1.201
4 C 2.21 0.45 0.47  C3 1.568, S12 1.930, H15 1.034, H16 1.068
5 C -0.02 -0.29 -0.64  C1 1.313, O11 1.358, S12 1.901
6 C -2.36 -0.19 -1.33  C1 1.446, H17 1.058, H18 1.029, H19 1.057
7 N -0.09 -0.93 2.45  C2 1.203, H21 1.014
8 O -1.27 -2.27 -0.70  C1 1.419, H20 0.987
9 O -1.51 0.69 1.56  C2 1.175
10 O 1.52 -2.17 0.72  S12 1.473
11 O 0.19 1.04 -0.81  C3 1.404, C5 1.358
12 S 1.64 -1.19 -0.37  C4 1.930, C5 1.901, O10 1.473
13 H 0.72 2.12 0.79  C3 1.078
14 H 1.90 2.31 -0.62  C3 1.201
15 H 3.14 0.50 0.03  C4 1.034
16 H 2.29 0.45 1.54  C4 1.068
17 H -2.68 0.59 -0.69  C6 1.058
18 H -3.14 -0.86 -1.38  C6 1.029
19 H -2.36 0.17 -2.32  C6 1.057
20 H -0.43 -2.75 -0.51  O8 0.987
21 H 0.81 -1.36 2.24  N7 1.014


# C6H9NS

C6H9NS in the gas phase (the ωB97M-V functional and the def2-TZVPD basis, OMol25).

Its multiplicity is 1. Its SMILES is CC1(C)S[C@@]1(C)C#N. As for the charge: 0. The lowest unoccupied orbital energy comes out at 0.677 eV. The value obtained for the gap between HOMO and LUMO is 9.80 eV.

Last columns: bonded neighbours and bond lengths (Å).
CARTESIAN COORDINATES (ANGSTROEM)
1 C 2.01 -0.34 0.45  C2 1.466, N7 1.148
2 C 0.77 -0.32 -0.32  C1 1.466, C3 1.549, C4 1.668, S8 1.776
3 C -0.38 0.66 0.03  C2 1.549, C5 1.495, C6 1.534, S8 1.844
4 C 0.63 -1.85 -0.96  C2 1.668, H9 1.089, H10 1.040, H11 1.073
5 C -1.81 0.27 -0.22  C3 1.495, H12 1.088, H13 1.038, H14 1.072
6 C -0.13 1.64 1.18  C3 1.534, H15 1.094, H16 1.077, H17 1.123
7 N 2.97 -0.40 1.08  C1 1.148
8 S 0.55 0.96 -1.53  C2 1.776, C3 1.844
9 H -0.32 -2.28 -0.63  C4 1.089
10 H 1.38 -2.44 -0.52  C4 1.040
11 H 0.71 -1.86 -2.03  C4 1.073
12 H -1.86 -0.58 0.45  C5 1.088
13 H -2.02 -0.02 -1.20  C5 1.038
14 H -2.42 1.10 0.08  C5 1.072
15 H 0.88 2.05 1.07  C6 1.094
16 H 0.02 1.05 2.07  C6 1.077
17 H -0.98 2.34 1.00  C6 1.123


Asked for relative energy (zero: lowest compared OMol25 entry of this formula, charge and spin) across the records above, the calculation gives 106.1 77.4 155.4 29.9 42.6 26.4 38.1 kcal/mol in order.